[1]
ORCA calculation (the ωB97M-V functional and the def2-TZVPD basis) on a molecular structure, C11H30Cl2GaOP3.

Geometry as ORCA input:
```
! wB97M-V def2-TZVPD RIJCOSX def2/J DEFGRID3
* xyz 2 1
C -0.919 2.841 -1.632
C -0.246 1.535 -1.372
H -1.233 3.006 -2.675
H -0.238 3.653 -1.334
H -1.799 2.906 -1.000
O 0.448 0.951 -2.161
Cl -0.731 2.769 1.640
Ga -0.192 0.754 0.800
P 2.164 1.399 0.725
C 3.383 0.330 -0.057
C 2.446 3.029 0.002
H 3.490 3.291 0.231
H 3.625 2.036 2.538
H 1.759 3.756 0.455
H 1.907 2.045 3.043
H 3.096 0.185 -1.111
H 2.294 2.999 -1.086
C 2.672 1.500 2.476
H 4.384 0.783 -0.001
H 2.782 0.496 2.905
H 3.394 -0.619 0.497
P -2.508 0.015 0.617
C -2.796 -1.625 -0.077
C -3.094 -0.122 2.343
H -3.593 2.120 0.226
H -4.654 0.689 -0.082
H -3.422 1.171 -1.300
C -3.651 1.119 -0.227
H -2.686 0.717 2.923
H -4.187 -0.072 2.370
H -3.870 -1.851 -0.025
H -2.251 -2.352 0.540
H -2.763 -1.064 2.799
H -2.455 -1.660 -1.123
Cl 0.238 -0.658 2.533
C -0.294 -3.689 -0.378
P 0.467 -2.015 -0.583
C 2.192 -2.647 -0.508
C 0.190 -1.879 -2.403
H -0.221 -3.986 0.677
H 0.280 -4.372 -1.010
H -1.361 -3.725 -0.649
H 2.242 -3.685 -0.865
H 2.935 -2.007 -1.004
H 2.449 -2.615 0.552
H 0.937 -1.204 -2.837
H 0.154 -2.875 -2.871
H -0.764 -1.375 -2.519
*
```

LUMO (alpha / beta): -10.816 / -8.719 eV
Orbital gap (alpha / beta): 4.39 / 7.35 eV

***

[2]
ORCA calculation (the ωB97M-V functional and the def2-TZVPD basis) on a molecular structure, C3H5IrO3.

Geometry as ORCA input:
```
! wB97M-V def2-TZVPD RIJCOSX def2/J DEFGRID3
* xyz 3 6
O -0.415 0.250 0.818
C -0.049 1.370 1.461
C -0.468 1.471 2.882
H -0.322 2.247 0.786
H -1.556 1.341 2.973
H -0.182 2.450 3.278
H 0.019 0.682 3.472
O 1.181 0.703 -0.736
C 0.226 0.004 -0.512
O -0.194 -1.085 -0.934
Ir 0.070 -2.317 -2.067
H 1.089 1.545 1.085
*
```

LUMO (alpha / beta): -17.372 / -20.615 eV
<S²>: 8.769
Orbital gap (alpha / beta): 7.18 / 4.51 eV

***

[3]
ORCA calculation (the ωB97M-V functional and the def2-TZVPD basis) on 6 unconnected molecules or ions with the total composition C18H36Cl4O10.

Geometry as ORCA input:
```
! wB97M-V def2-TZVPD RIJCOSX def2/J DEFGRID3
* xyz 0 1
C 0.420 -0.481 2.320
C 0.216 -1.361 3.487
O 0.545 -2.705 3.237
C -0.464 -3.581 3.277
O -1.668 -3.338 3.461
O 0.124 -4.786 3.219
C -0.680 -5.861 2.799
H -0.323 -0.763 1.574
H 1.406 -0.648 1.888
H 0.384 0.592 2.508
H -0.763 -1.212 3.943
H 0.921 -1.093 4.274
H -0.049 -6.587 2.285
H -1.570 -5.533 2.262
H -1.097 -6.374 3.665
C -0.509 -1.324 -4.057
C 0.806 -1.279 -3.374
O 1.123 -2.594 -2.946
C 1.035 -2.929 -1.604
O 0.716 -2.215 -0.674
O 1.457 -4.183 -1.537
C 1.437 -4.903 -0.313
H -0.794 -0.338 -4.424
H -1.294 -1.696 -3.399
H -0.443 -1.979 -4.926
H 0.886 -0.593 -2.531
H 1.553 -0.885 -4.064
H 1.143 -5.912 -0.603
H 0.756 -4.501 0.437
H 2.404 -4.921 0.189
C 4.947 5.293 -3.995
C 3.878 4.271 -3.651
O 4.562 3.024 -3.454
C 3.933 1.905 -3.063
C 4.910 0.737 -3.000
O 2.815 1.862 -2.525
H 4.476 6.264 -4.146
H 5.544 5.010 -4.862
H 5.548 5.532 -3.117
H 3.481 4.646 -2.708
H 3.109 4.154 -4.414
H 5.935 1.108 -3.021
H 4.698 0.015 -3.788
H 4.717 0.227 -2.056
C -2.745 1.880 2.210
C -4.010 1.154 1.727
O -4.092 -0.215 2.013
C -4.742 -0.528 3.122
C -4.707 -2.036 3.427
O -5.293 0.291 3.869
H -1.823 1.458 1.809
H -2.626 1.951 3.291
H -2.822 2.868 1.756
H -4.926 1.678 2.003
H -4.033 1.271 0.644
H -3.883 -2.372 4.057
H -4.626 -2.585 2.489
H -5.601 -2.230 4.019
Cl -2.603 6.016 2.699
C -2.642 5.855 0.975
Cl -1.368 6.858 0.211
H -2.429 4.829 0.675
H -3.590 6.169 0.539
Cl -0.756 3.058 -0.315
C -0.185 1.438 -0.821
Cl -1.551 0.471 -1.154
H 0.346 1.667 -1.745
H 0.475 0.995 -0.076
*
```

LUMO: 0.510 eV
SMILES: CCOC(=O)OC.CCOC(=O)OC.CCOC(C)=O.CCOC(C)=O.ClCCl.ClCCl
Orbital gap: 10.42 eV

***

Number 3 is which compound?
C18H36Cl4O10